{
  "formula": "C34H35FeN4O9Sb2",
  "method": "ωB97M-V/def2-TZVPD",
  "lumo_ev": [0.4, 0.4],
  "homo_ev": [-4.6, -4.8],
  "homo_lumo_gap_ev": [5.015, 5.147],
  "spin_multiplicity": 5,
  "total_charge": -1,
  "elements": ["Fe", "C", "O", "C", "C", "C", "C", "C", "C", "N", "N", "C", "O", "C", "C", "C", "C", "C", "C", "C", "O", "H", "H", "H", "H", "H", "H", "H", "H", "H", "H", "H", "H", "C", "Sb", "C", "C", "C", "C", "C", "C", "C", "C", "C", "Sb", "C", "C", "H", "H", "H", "H", "H", "H", "H", "H", "H", "H", "H", "H", "H", "H", "H", "H", "H", "H", "H", "H", "O", "C", "O", "C", "C", "C", "C", "C", "C", "N", "O", "O", "N", "O", "O", "H", "H", "H"],
  "xyz": [[2.511, -1.096, -0.601], [4.607, 2.238, -2.863], [3.153, 2.508, -2.913], [2.278, 1.680, -3.498], [1.406, 2.176, -4.483], [0.539, 1.406, -5.215], [0.434, 0.049, -4.896], [1.255, -0.512, -3.829], [0.963, -1.769, -3.289], [1.256, -1.999, -1.994], [0.802, -3.202, -1.548], [1.324, -3.494, -0.363], [2.112, -2.771, 0.336], [1.033, -4.778, 0.148], [0.248, -5.742, -0.539], [0.102, -6.978, 0.046], [0.731, -7.342, 1.216], [1.420, -6.356, 1.926], [1.589, -5.058, 1.359], [2.205, 0.296, -3.135], [3.026, -0.200, -2.212], [5.063, 3.057, -2.300], [5.025, 2.099, -3.856], [4.713, 1.271, -2.352], [1.551, 3.201, -4.781], [-0.080, 1.815, -6.021], [-0.288, -0.636, -5.344], [0.540, -2.663, -3.804], [-0.154, -5.564, -1.496], [-0.577, -7.761, -0.381], [0.757, -8.351, 1.632], [1.787, -6.613, 2.928], [2.186, -4.296, 1.876], [-1.301, 2.157, 3.484], [-1.600, 1.077, 1.577], [-1.050, 2.586, 0.057], [-3.817, 1.018, 1.858], [-4.678, 1.365, 0.736], [-5.096, 2.733, 0.549], [-5.773, 3.150, -0.585], [-6.044, 2.217, -1.621], [-5.528, 0.947, -1.494], [-5.002, 0.436, -0.273], [-4.833, -0.984, -0.123], [-2.775, -1.756, -0.660], [-3.516, -3.538, -1.650], [-2.525, -2.923, 1.199], [-1.764, 3.149, 3.501], [-0.214, 2.230, 3.463], [-1.679, 1.481, 4.304], [-0.604, 3.441, 0.594], [-1.906, 2.940, -0.566], [-0.326, 2.055, -0.557], [-3.960, 1.726, 2.684], [-3.984, 0.037, 2.278], [-4.764, 3.494, 1.247], [-6.149, 4.172, -0.611], [-6.437, 2.542, -2.589], [-5.438, 0.300, -2.351], [-5.498, -1.520, -0.817], [-4.917, -1.372, 0.912], [-4.423, -3.901, -1.121], [-2.742, -4.281, -1.529], [-3.683, -3.423, -2.741], [-3.475, -3.303, 1.536], [-2.038, -2.244, 1.900], [-1.893, -3.748, 0.963], [3.674, -0.241, 0.950], [2.846, 0.759, 0.945], [1.698, 0.705, 0.355], [3.278, 1.964, 1.707], [2.373, 2.994, 1.998], [2.782, 4.075, 2.813], [4.118, 4.141, 3.332], [4.976, 3.061, 3.054], [4.634, 1.997, 2.236], [6.248, 2.992, 3.684], [6.628, 3.990, 4.281], [6.925, 1.961, 3.524], [1.803, 4.970, 3.227], [0.592, 4.805, 2.957], [2.216, 5.868, 4.011], [1.384, 3.028, 1.585], [4.419, 4.942, 3.998], [5.319, 1.108, 2.031]]
}

{
  "formula": "C14H8F5N5OPtS2",
  "method": "ωB97M-V/def2-TZVPD",
  "lumo_ev": [-6.5, -10.2],
  "homo_ev": [-14.6, -15.8],
  "homo_lumo_gap_ev": [8.044, 5.524],
  "spin_multiplicity": 5,
  "total_charge": 2,
  "elements": ["Pt", "N", "C", "N", "C", "N", "C", "C", "N", "C", "C", "N", "H", "H", "H", "H", "H", "F", "C", "C", "C", "F", "C", "F", "C", "F", "C", "F", "C", "O", "C", "S", "S", "H", "H", "H"],
  "xyz": [[-0.320, -0.307, -0.659], [-0.421, 0.172, 3.696], [-0.541, -0.707, 2.701], [-0.580, -0.032, 1.567], [-0.451, 1.282, 1.941], [-0.357, 1.425, 3.237], [-0.459, 2.368, 0.972], [-0.389, 3.718, 1.341], [-0.412, 4.653, 0.414], [-0.507, 4.326, -0.862], [-0.584, 2.984, -1.241], [-0.560, 2.040, -0.314], [-0.373, 0.004, 4.690], [-0.620, -1.776, 2.812], [-0.315, 4.003, 2.383], [-0.521, 5.124, -1.594], [-0.673, 2.688, -2.279], [1.399, -2.883, -0.433], [2.246, -1.884, -0.591], [1.721, -0.572, -0.742], [2.662, 0.471, -0.887], [2.228, 1.707, -1.020], [4.010, 0.248, -0.892], [4.867, 1.222, -1.015], [4.483, -1.081, -0.756], [5.742, -1.305, -0.777], [3.585, -2.158, -0.590], [4.039, -3.372, -0.436], [-4.318, -3.701, -1.331], [-4.126, -2.282, -1.082], [-2.982, -1.739, -1.241], [-2.805, -0.045, -1.130], [-1.538, -2.479, -1.723], [-5.380, -3.877, -1.213], [-3.751, -4.284, -0.606], [-4.001, -3.948, -2.342]]
}

{
  "formula": "C52H100O17",
  "method": "ωB97M-V/def2-TZVPD",
  "lumo_ev": 0.1,
  "homo_ev": -9.3,
  "homo_lumo_gap_ev": 9.390,
  "elements": ["C", "C", "C", "O", "C", "H", "H", "H", "H", "H", "H", "H", "H", "C", "C", "C", "O", "C", "H", "H", "H", "H", "H", "H", "H", "H", "C", "C", "C", "O", "C", "H", "H", "H", "H", "H", "H", "H", "H", "C", "C", "C", "O", "C", "H", "H", "H", "H", "H", "H", "H", "H", "C", "C", "C", "O", "C", "H", "H", "H", "H", "H", "H", "H", "H", "C", "C", "C", "O", "C", "H", "H", "H", "H", "H", "H", "H", "H", "C", "C", "C", "O", "C", "H", "H", "H", "H", "H", "H", "H", "H", "C", "C", "C", "O", "C", "H", "H", "H", "H", "H", "H", "H", "H", "C", "C", "C", "O", "C", "H", "H", "H", "H", "H", "H", "H", "H", "C", "C", "C", "O", "C", "H", "H", "H", "H", "H", "H", "H", "H", "C", "C", "C", "O", "C", "H", "H", "H", "H", "H", "H", "H", "H", "C", "C", "C", "O", "C", "O", "O", "H", "H", "H", "H", "H", "H", "C", "C", "C", "O", "C", "O", "O", "H", "H", "H", "H", "H", "H"],
  "xyz": [[-0.458, -2.710, 8.798], [-0.853, -4.100, 9.321], [-0.265, -4.037, 10.701], [-0.414, -2.728, 11.123], [-0.681, -1.834, 10.053], [-1.063, -2.386, 7.951], [0.603, -2.663, 8.555], [-0.479, -4.880, 8.658], [-1.926, -4.296, 9.326], [0.813, -4.173, 10.780], [-0.813, -4.690, 11.380], [0.018, -1.000, 10.110], [-1.728, -1.534, 10.113], [8.475, 0.399, -1.212], [9.597, 1.092, -0.517], [10.252, 1.957, -1.564], [9.597, 1.560, -2.772], [8.338, 1.096, -2.570], [7.514, 0.516, -0.712], [8.721, -0.660, -1.289], [10.319, 0.336, -0.207], [9.297, 1.737, 0.308], [11.341, 1.920, -1.571], [10.018, 3.012, -1.426], [7.883, 0.479, -3.345], [7.653, 1.936, -2.457], [6.019, 3.103, 8.045], [7.403, 3.684, 7.768], [7.833, 2.902, 6.541], [6.646, 2.766, 5.827], [5.499, 2.681, 6.669], [5.361, 3.841, 8.504], [5.997, 2.240, 8.710], [8.108, 3.648, 8.598], [7.320, 4.709, 7.408], [8.305, 1.935, 6.714], [8.628, 3.388, 5.975], [5.024, 1.700, 6.656], [4.783, 3.399, 6.268], [4.815, 7.550, -1.400], [4.428, 7.125, -0.036], [5.791, 6.874, 0.649], [6.712, 7.724, -0.080], [6.052, 8.373, -1.122], [4.044, 8.077, -1.962], [5.115, 6.622, -1.885], [3.812, 6.229, 0.043], [3.925, 7.960, 0.452], [6.003, 5.806, 0.588], [5.598, 7.119, 1.694], [6.702, 8.382, -1.997], [5.816, 9.374, -0.762], [-0.398, 6.523, -5.863], [-0.494, 5.142, -5.337], [0.503, 4.382, -6.186], [1.445, 5.365, -6.572], [0.766, 6.572, -6.841], [-0.264, 7.167, -4.994], [-1.302, 6.875, -6.360], [-1.491, 4.702, -5.376], [-0.265, 5.059, -4.274], [0.097, 3.948, -7.100], [1.038, 3.634, -5.602], [0.362, 6.666, -7.849], [1.534, 7.330, -6.683], [-6.184, -1.374, -6.903], [-5.560, -2.656, -6.427], [-6.128, -2.777, -5.025], [-6.823, -1.538, -4.759], [-6.306, -0.488, -5.627], [-7.182, -1.503, -7.322], [-5.633, -0.843, -7.679], [-4.471, -2.652, -6.384], [-5.924, -3.499, -7.016], [-5.278, -2.938, -4.362], [-6.813, -3.624, -5.010], [-5.344, -0.087, -5.306], [-7.028, 0.321, -5.738], [1.838, -3.667, -10.328], [1.714, -2.265, -10.049], [3.151, -1.793, -9.889], [3.983, -2.898, -9.828], [3.152, -4.049, -9.584], [1.971, -3.933, -11.377], [0.988, -4.210, -9.914], [1.125, -2.063, -9.155], [1.339, -1.713, -10.910], [3.368, -1.145, -9.039], [3.498, -1.239, -10.761], [2.998, -4.243, -8.522], [3.559, -4.977, -9.985], [-6.809, -7.264, 1.506], [-6.601, -7.168, 3.038], [-7.465, -6.056, 3.527], [-8.595, -6.212, 2.651], [-8.132, -6.477, 1.349], [-6.902, -8.267, 1.090], [-5.957, -6.799, 1.011], [-5.557, -7.130, 3.348], [-6.822, -8.103, 3.553], [-6.887, -5.134, 3.462], [-7.762, -6.152, 4.572], [-8.027, -5.567, 0.760], [-8.823, -7.098, 0.779], [-8.916, 4.073, 2.094], [-8.510, 4.443, 0.679], [-9.836, 4.642, -0.112], [-10.873, 4.282, 0.753], [-10.284, 3.524, 1.789], [-8.998, 4.985, 2.686], [-8.312, 3.306, 2.579], [-7.891, 3.678, 0.209], [-7.878, 5.330, 0.714], [-9.802, 3.981, -0.977], [-10.016, 5.661, -0.456], [-10.184, 2.486, 1.472], [-10.965, 3.609, 2.636], [5.263, -5.480, 4.853], [5.582, -4.103, 4.284], [6.957, -3.750, 4.921], [7.392, -4.929, 5.555], [6.258, -5.706, 5.970], [5.448, -6.249, 4.103], [4.234, -5.601, 5.192], [4.806, -3.359, 4.470], [5.656, -4.049, 3.198], [6.806, -3.013, 5.710], [7.706, -3.430, 4.196], [5.899, -5.333, 6.929], [6.455, -6.768, 6.116], [-2.173, -8.688, -6.553], [-3.087, -9.870, -6.238], [-3.721, -9.550, -4.888], [-2.788, -8.676, -4.314], [-1.824, -8.081, -5.220], [-2.645, -7.988, -7.242], [-1.253, -8.984, -7.057], [-2.492, -10.783, -6.211], [-3.896, -9.946, -6.964], [-3.843, -10.438, -4.267], [-4.711, -9.103, -4.977], [-0.803, -8.292, -4.904], [-1.980, -7.004, -5.153], [-2.554, -1.307, 1.105], [-1.715, -0.456, 0.170], [-0.346, -0.239, 0.777], [0.583, -0.543, -0.271], [-0.100, -1.221, -1.289], [0.429, -1.729, -2.260], [-1.401, -1.157, -1.047], [-3.256, -1.924, 0.543], [-3.085, -0.626, 1.770], [-2.053, -2.046, 1.730], [-2.224, 0.480, -0.063], [-0.092, -0.705, 1.729], [-0.280, 0.804, 1.085], [-2.438, 8.649, 2.474], [-2.057, 7.968, 3.813], [-3.129, 7.997, 4.871], [-3.056, 6.761, 5.494], [-2.505, 5.882, 4.672], [-2.493, 4.638, 4.819], [-1.903, 6.554, 3.609], [-2.704, 9.697, 2.613], [-3.275, 8.149, 1.987], [-1.597, 8.521, 1.793], [-1.123, 8.394, 4.178], [-4.116, 8.157, 4.438], [-2.999, 8.827, 5.566]]
}

{
  "formula": "C7H10",
  "method": "ωB97M-V/def2-TZVPD",
  "lumo_ev": 1.1,
  "homo_ev": -9.2,
  "homo_lumo_gap_ev": 10.262,
  "smiles": "C#C[C@@H]1[C@H](C)[C@@H]1C",
  "elements": ["C", "C", "C", "C", "C", "C", "C", "H", "H", "H", "H", "H", "H", "H", "H", "H", "H"],
  "xyz": [[1.353, 1.271, 0.095], [0.014, 1.127, -0.585], [-0.475, -0.242, -1.022], [0.307, -1.561, -0.899], [-1.158, 0.521, 0.137], [-1.072, -0.044, 1.457], [-1.042, -0.648, 2.499], [2.145, 1.131, -0.646], [1.488, 2.260, 0.551], [1.469, 0.527, 0.888], [-0.258, 1.979, -1.210], [-1.133, -0.306, -1.884], [-0.221, -2.298, -0.280], [0.395, -1.993, -1.906], [1.334, -1.499, -0.517], [-2.119, 0.992, -0.080], [-1.025, -1.217, 3.400]]
}

{
  "formula": "C2H3N3",
  "method": "ωB97M-V/def2-TZVPD",
  "lumo_ev": 0.1,
  "homo_ev": -10.6,
  "homo_lumo_gap_ev": 10.644,
  "smiles": "C/N=N/C#N",
  "elements": ["C", "C", "N", "N", "N", "H", "H", "H"],
  "xyz": [[-1.767, 1.342, 0.895], [1.063, -0.773, -0.492], [-2.642, 2.069, 0.883], [-0.384, 0.250, 0.909], [-0.077, 0.076, -0.237], [0.750, -1.463, -1.368], [1.401, -1.445, 0.281], [1.656, -0.056, -0.871]]
}